# 1
Here is a molecular structure, CH2LuO3 from OMol25. Energies are from ωB97M-V with the def2-TZVPD basis set.

```
7
CH2LuO3 ωB97M-V with the def2-TZVPD basis set
H 0.57932 -1.64276 -0.90961
O 0.59188 1.10661 -0.31852
C 1.01757 -0.13892 -0.16131
O 1.77548 -0.71434 -0.96648
O -0.05139 -0.90439 -0.09011
Lu -1.97530 0.30502 0.73654
H 1.06249 1.72728 0.25634
```

Output
- Total charge: +2
- ⟨S²⟩: 0.75
- LUMO energy (alpha / beta): -0.39160 / -0.43185 Eh
- HOMO-LUMO gap (alpha / beta): 7.52 / 8.94 eV
- 2S+1: 2



# 2
Here is a molecular structure, C22H67N9O9 from OMol25. Energies are from ωB97M-V with the def2-TZVPD basis set.

```
107
C22H67N9O9 ωB97M-V with the def2-TZVPD basis set
C 2.19626 3.36421 0.38427
O 1.10085 3.37943 -0.14563
N 3.16624 2.53509 0.05321
N 2.55841 4.38493 1.05862
H 3.07824 1.97586 -0.78323
H 4.07571 2.62533 0.48313
H 3.49116 4.38798 1.44602
H 1.83748 5.07315 1.22208
C -4.14487 1.04605 -2.49680
O -4.96466 1.91133 -2.64686
N -2.93402 1.11814 -2.04703
N -4.42096 -0.17484 -2.80255
H -2.57774 2.01392 -1.74582
H -2.49559 0.25610 -1.75584
H -3.75985 -0.89782 -2.55696
H -5.37442 -0.41682 -3.03167
C -1.18275 0.38540 -0.11947
C 0.29400 0.31080 0.29878
C 1.32051 0.40119 -0.85918
O 2.64243 0.44685 -0.43046
C 3.11088 -0.64303 0.41440
N 0.50266 1.29244 1.32319
H -1.53730 -0.40658 -0.77912
H -1.30692 1.20000 -0.83299
H -1.94540 0.47371 0.65427
H 0.31428 -0.64585 0.82081
H 1.08643 1.21829 -1.54156
H 1.09622 -0.35157 -1.61492
H 2.80491 -1.58040 -0.05017
H 2.71952 -0.45894 1.41494
H 4.19163 -0.59559 0.54784
H 1.46291 1.17210 1.61221
H 0.44860 2.23177 0.95599
C -0.73045 4.65105 0.12459
C -1.44504 3.92375 1.27645
C -2.34255 2.73742 0.84240
O -3.14507 3.16915 -0.33492
C -4.38450 2.57055 -0.39655
N -0.39296 3.54920 2.17719
H 0.03504 5.32751 0.50478
H -1.40777 5.23001 -0.50320
H -0.21191 3.92827 -0.50534
H -2.11847 4.68555 1.66921
H -2.97787 2.55261 1.70861
H -1.77218 1.82485 0.66927
H -4.42812 1.48184 -0.42689
H -5.00074 2.93072 -1.22033
H -4.93605 2.82193 0.50938
H -0.09289 4.36215 2.69600
H 0.44135 3.40734 1.62591
C 2.49123 -3.08893 -1.01726
C 1.53226 -4.04498 -0.23897
C 2.12839 -5.47666 -0.32964
O 1.20754 -6.34943 0.26514
C 1.53786 -7.74496 0.05816
N 1.30487 -3.56135 1.14599
H 2.62610 -3.49510 -2.01972
H 3.42789 -3.12904 -0.46122
H 1.94941 -2.14694 -1.10206
H 0.53856 -4.02593 -0.68651
H 3.07901 -5.62993 0.18115
H 2.40352 -5.73952 -1.35106
H 0.91420 -8.37648 0.69089
H 2.56705 -7.96071 0.34504
H 1.30385 -7.93109 -0.99002
H 0.49566 -4.12686 1.35921
H 0.92466 -2.63188 1.03813
C -5.36477 1.28895 4.34704
C -4.01703 0.98450 3.57755
C -3.86026 -0.45555 3.18123
O -2.69711 -0.53949 2.31344
C -2.68371 -1.73272 1.40256
N -4.17696 1.78496 2.32213
H -5.49021 2.36047 4.50265
H -5.32141 0.73254 5.28332
H -6.27293 1.06924 3.78574
H -3.15920 1.37853 4.12249
H -4.72088 -0.90277 2.68383
H -3.61486 -1.00658 4.08911
H -3.55636 -1.72021 0.74955
H -2.67610 -2.55367 2.11955
H -1.85273 -1.79546 0.69996
H -3.48609 1.44001 1.67112
H -4.99977 1.61776 1.76075
C 3.34838 -2.64082 -2.93347
C 3.97346 -1.25670 -3.26573
C 2.92719 -0.16227 -3.33464
O 3.37101 0.87034 -4.17795
C 2.34515 1.91914 -4.36040
N 4.93246 -0.97915 -2.23076
H 2.41051 -2.50276 -2.39547
H 3.83885 -3.19099 -2.13046
H 3.18640 -3.25999 -3.81579
H 4.49830 -1.33519 -4.21784
H 2.81512 0.26222 -2.33697
H 1.95319 -0.55348 -3.62857
H 1.43383 1.51718 -4.80314
H 2.84110 2.60719 -5.04503
H 2.11012 2.53044 -3.48909
H 5.75008 -1.57207 -2.22464
H 5.35547 -0.09745 -2.48330
O 3.55422 -1.95504 2.44528
H 4.04109 -2.00270 1.62253
H 4.22889 -1.86801 3.11869
O -1.14202 0.59443 2.72744
H -1.82258 0.00326 2.40562
H -0.37653 0.39524 2.18837
```

Output
- Total charge: 0
- LUMO energy: 0.00635 Eh
- HOMO-LUMO gap: 7.51 eV



# 3
Here is a molecular structure, C14H27ClIN2O2P2Ru from OMol25. Energies are from ωB97M-V with the def2-TZVPD basis set.

```
50
C14H27ClIN2O2P2Ru ωB97M-V with the def2-TZVPD basis set
C -0.61234 0.02782 -3.59773
C -1.44970 -0.54089 -2.50454
H -0.75010 1.11562 -3.60241
H -0.93832 -0.34129 -4.56862
H 0.43019 -0.20452 -3.38610
O -1.78765 0.32427 -1.64636
I -1.88741 -2.48880 -2.26776
Ru 2.57742 -0.31881 0.60859
P 4.22008 -0.88296 -0.72501
C 4.93700 -0.00758 0.71196
C 4.04919 -2.71500 -0.73659
H 4.84397 -3.22533 -0.15125
H 5.05626 0.47927 -2.60348
H 3.99538 -3.14070 -1.76614
H 3.94591 -0.77758 -3.18068
H 4.16726 -0.29854 1.51340
H 3.05632 -2.77598 -0.22815
C 4.16564 -0.10419 -2.34063
H 5.90965 -0.41026 0.98451
H 3.32504 0.59743 -2.23711
H 4.89246 1.07478 0.59491
P -3.71051 -1.07073 -1.03613
C -3.31755 -0.22225 0.54172
C -4.35483 -0.59075 -2.64694
H -4.62581 -3.25934 -1.48908
H -5.60253 -2.29405 -0.40308
H -4.13526 -3.18634 0.18706
C -4.58295 -2.59401 -0.62940
H -3.79753 -1.14068 -3.42949
H -5.40518 -0.88134 -2.69659
H -4.18477 0.31352 0.99854
H -2.52578 0.51375 0.28362
H -4.20886 0.48701 -2.80607
H -2.88575 -0.94025 1.28263
Cl 1.21473 -1.33552 -0.84387
N -0.88528 1.76165 5.31670
C -1.25642 1.42100 4.04849
O -2.32448 0.91978 3.73274
C -0.19623 1.81461 3.05651
C 0.04726 3.17042 2.77040
C 0.67477 3.49771 1.56954
C 1.23155 2.42813 0.85819
N 1.35412 1.19685 1.38804
C 0.53564 0.82263 2.40129
H -1.65016 1.81717 5.98031
H -0.06168 1.30708 5.66780
H -0.29056 3.90163 3.48401
H 0.73917 4.51892 1.16992
H 1.56254 2.51121 -0.17723
H 0.49606 -0.27461 2.54958
```

Output
- Total charge: +3
- ⟨S²⟩: 6.02
- LUMO energy (alpha / beta): -0.38746 / -0.43423 Eh
- HOMO-LUMO gap (alpha / beta): 4.41 / 5.73 eV
- 2S+1: 5



# 4
Here is 2 unconnected molecules or ions with the total composition C6H6N2OS from OMol25. Energies are from ωB97M-V with the def2-TZVPD basis set.

```
16
C6H6N2OS ωB97M-V with the def2-TZVPD basis set
N 0.86803 3.58379 2.56237
C 0.94625 2.54934 2.04169
C 1.01182 1.23395 1.54705
C 0.87273 1.08065 0.21971
C 0.39027 2.14307 -0.70264
S 0.73584 1.60770 -2.40670
C 0.95709 -0.04991 -1.69493
N 0.91953 -0.16984 -0.43708
H 1.23159 0.33772 2.19739
H 0.79679 3.05440 -0.27804
H -0.73627 2.22272 -0.80764
H 1.08580 -0.88110 -2.36595
C -1.38629 -2.60581 1.15846
O -1.76511 -1.48667 0.98157
H -2.08801 -3.42210 1.06877
H -0.36425 -2.89658 1.29104
```

Output
- Total charge: 0
- LUMO energy: -0.00697 Eh
- HOMO-LUMO gap: 8.78 eV
- SMILES: N#C/C=C1\CSC=N1.C=O